(1)
This record from the Open Molecules 2025 dataset describes an isolated ion of composition C22H26F2N and charge +1 in a non-equilibrium geometry. The level of theory is ωB97M-V with the def2-TZVPD basis set.

Atoms and positions in Å:
C 2.24154 1.37308 -5.27632
C 1.93380 0.86704 -3.91346
C 1.52313 -0.44675 -3.64212
C 1.13022 -0.82319 -2.35630
C 1.03580 0.09801 -1.28713
C 0.43262 -0.44232 0.00704
C 1.07689 0.06103 1.29996
C 1.19469 -0.89200 2.33664
C 1.65624 -0.55990 3.61746
C 2.09064 0.74074 3.91239
C 2.45967 1.20045 5.27513
C 2.20860 1.58058 2.82843
F 2.84962 2.77701 3.10988
C 1.75939 1.29000 1.52935
N -1.20366 -0.75839 0.00648
C -1.70662 -2.20901 -0.00762
C -3.21280 -2.25951 0.00136
C -3.79894 -0.86153 0.01002
C -3.24609 -0.14476 1.23755
C -1.73631 -0.10378 1.22045
C -3.25982 -0.14343 -1.22415
C -1.74908 -0.11348 -1.21321
C 1.69251 1.34092 -1.50423
C 2.08839 1.67488 -2.80811
F 2.70960 2.88381 -3.07799
H 2.05356 0.54238 -5.95604
H 1.60658 2.21967 -5.58404
H 3.28215 1.69271 -5.42573
H 1.45121 -1.09836 -4.52016
H 0.83735 -1.86194 -2.18357
H 0.56951 -1.57577 -0.00883
H 0.87682 -1.91845 2.14458
H 1.62121 -1.23948 4.47424
H 2.29933 0.34983 5.93483
H 3.50607 1.51365 5.38833
H 1.84129 2.03713 5.63558
H 1.98056 2.02675 0.76453
H -1.24610 -2.64569 0.88544
H -1.25840 -2.59223 -0.93519
H -3.55264 -2.75904 -0.90273
H -3.52915 -2.78653 0.90050
H -4.89622 -0.88207 0.01444
H -3.55377 -0.67443 2.14131
H -3.62782 0.87013 1.21377
H -1.26816 -0.66813 2.03036
H -1.28951 0.89019 1.13004
H -3.58535 -0.67116 -2.12145
H -3.63485 0.87525 -1.21641
H -1.28836 0.87645 -1.15287
H -1.28880 -0.71098 -2.00683
H 1.92344 2.06066 -0.72563

- Multiplicity: 1
- Charge: +1
- Frontier orbital gap: 9.049 eV
- Structure (SMILES): Cc1ccc(C(c2ccc(C)c(F)c2)[N+]23CCC(CC2)CC3)cc1F


(2)
This record from the Open Molecules 2025 dataset describes a 4-piece molecular cluster, C22H26F8INO12 overall in a non-equilibrium geometry. The level of theory is ωB97M-V with the def2-TZVPD basis set.

Atoms and positions in Å:
C -2.01299 -4.05601 1.80549
C -2.11590 -3.45313 3.29258
O -3.24129 -3.15740 3.70922
O -0.91679 -3.33117 4.03608
C -0.54623 -1.93548 4.21940
C 0.18221 -1.30728 2.90729
C -0.01159 0.25499 2.99505
C 0.45970 1.15267 1.76941
C 0.96094 0.39405 0.44463
C 2.45179 -0.09837 0.66039
F 2.89207 -0.05193 2.01663
F 3.29558 0.89322 0.04424
C 2.93416 -1.46252 0.02809
F 4.35931 -1.33832 -0.06207
F 2.54621 -1.71093 -1.30228
C 2.72221 -2.81505 0.82994
F 3.44903 -3.79609 0.08979
F 3.31731 -2.85490 2.09747
F 1.42353 -3.30722 0.87232
C 0.90707 1.62461 -0.61998
F -0.40322 2.22755 -0.84245
C 1.05672 0.86457 -2.03825
O 1.79729 1.08615 -2.99786
N 0.06654 -0.21709 -1.82822
C -0.09435 -0.52102 -0.35597
I -2.21840 -0.37608 0.23440
H -1.97705 -5.20120 1.86160
H -2.87454 -3.67570 1.16514
H -1.05102 -3.73371 1.28964
H 0.09896 -1.77062 5.14981
H -1.51706 -1.34130 4.39273
H -0.30134 -1.83460 2.02767
H 1.25574 -1.68609 2.97044
H 0.54979 0.61865 3.93242
H -1.11830 0.45734 3.22840
H -0.41233 1.87568 1.57015
H 1.29563 1.84286 2.15559
H 1.52554 2.54409 -0.41709
H 0.28626 -1.04297 -2.40971
H 0.03403 -1.64585 -0.35878
O -3.37866 1.46007 2.76693
C -3.73943 2.44546 2.18939
O -4.70763 2.46334 1.23644
C -5.00104 3.82918 0.96001
C -3.74448 4.53164 1.37526
O -3.22989 3.68698 2.40088
H -5.22916 3.97223 -0.09488
H -5.86747 4.13237 1.55514
H -3.01246 4.59242 0.56908
H -3.93423 5.53485 1.75686
O 6.66925 -5.69953 -4.95717
C 6.21693 -5.10317 -4.02613
O 5.51643 -5.67872 -3.01115
C 5.35367 -4.69066 -2.00135
C 5.48249 -3.40525 -2.76227
O 6.33498 -3.75926 -3.84391
H 4.38625 -4.79077 -1.51440
H 6.14269 -4.81595 -1.25410
H 4.52580 -3.05847 -3.16401
H 5.92435 -2.60807 -2.16340
O -3.93633 5.84467 -1.01908
C -3.68570 5.41708 -2.10925
O -2.92880 6.06452 -3.03235
C -2.67698 5.14474 -4.08858
C -3.81410 4.17521 -3.96764
O -4.12375 4.21969 -2.58014
H -2.66315 5.65416 -5.05260
H -1.70449 4.67308 -3.92213
H -4.69410 4.48809 -4.53665
H -3.53624 3.16567 -4.27214

- Multiplicity: 1
- Charge: 0
- Frontier orbital gap: 9.726 eV
- Structure (SMILES): CC(=O)OCCCC[C@]1(C(F)(F)C(F)(F)C(F)(F)F)[C@H](F)C(=O)N[C@@H]1I.O=C1OCCO1.O=C1OCCO1.O=C1OCCO1


(3)
This record from the Open Molecules 2025 dataset describes one molecule with the formula C22H26FN3O2. The level of theory is ωB97M-V with the def2-TZVPD basis set.

Atoms and positions in Å:
C 5.09474 3.31640 -0.07726
C 5.26667 1.82780 -0.03697
C 6.51874 1.26526 -0.26413
C 6.69957 -0.10455 -0.20592
C 5.62847 -0.93313 0.07353
C 4.36499 -0.39106 0.27925
C 3.24475 -1.32839 0.58633
O 3.41086 -2.36490 1.19927
N 2.03153 -0.93849 0.12201
C 0.83811 -1.73506 0.29413
C 0.35856 -2.32295 -1.03490
C -0.91352 -3.13715 -0.81638
N -1.94820 -2.28842 -0.25054
C -3.24231 -2.94121 -0.17463
C -4.37038 -1.91878 -0.04374
O -5.41884 -2.14963 0.51638
N -4.08829 -0.75901 -0.67050
C -4.96795 0.38782 -0.64039
C -4.22112 1.63837 -0.26820
C -4.07974 2.69630 -1.15685
C -3.36955 3.83339 -0.81149
C -2.77599 3.93174 0.43530
C -2.89788 2.89210 1.34071
C -3.61666 1.76898 0.97781
F -3.73176 0.76738 1.87398
C -1.53548 -1.79012 1.05353
C -0.29564 -0.91453 0.90896
C 4.19492 0.98907 0.23003
H 5.41379 3.70958 -1.04166
H 5.70673 3.78696 0.69122
H 4.05738 3.59658 0.08767
H 7.35765 1.91218 -0.47773
H 7.67925 -0.52671 -0.37380
H 5.75034 -2.00344 0.13723
H 1.96223 -0.11912 -0.45968
H 1.12075 -2.54694 0.97317
H 1.13459 -2.95853 -1.46330
H 0.14897 -1.51021 -1.73470
H -1.26988 -3.52383 -1.77496
H -0.68888 -3.99630 -0.16117
H -3.32077 -3.65526 0.65953
H -3.41899 -3.49252 -1.10343
H -3.16169 -0.66626 -1.06237
H -5.44723 0.52320 -1.61749
H -5.74143 0.15605 0.10060
H -4.54057 2.62547 -2.13111
H -3.27901 4.64400 -1.51825
H -2.22101 4.81651 0.70657
H -2.45183 2.94053 2.32153
H -2.35640 -1.21236 1.47986
H -1.31464 -2.62298 1.74317
H 0.00136 -0.53231 1.88608
H -0.52498 -0.06548 0.25952
H 3.22560 1.42398 0.43420

- Multiplicity: 1
- Charge: 0
- Frontier orbital gap: 9.549 eV
- Structure (SMILES): Cc1cccc(C(=O)NC2CCN(CC(=O)NCc3ccccc3F)CC2)c1
- Energy above the lowest of the compared OMol25 structures with the same formula, charge and spin: 3.9 kcal/mol


(4)
This record from the Open Molecules 2025 dataset describes C22H26GeIN2O2ScSe as an isolated structure. The level of theory is ωB97M-V with the def2-TZVPD basis set.

Atoms and positions in Å:
Sc 0.50776 0.16676 -0.64001
C -2.33985 2.65180 1.70335
C -2.92343 3.47226 0.75156
C -2.54241 3.35631 -0.57788
C -1.58812 2.41883 -0.92833
N -1.03356 1.61169 0.00062
C -1.39756 1.73390 1.28569
C -1.08745 2.23448 -2.31707
C -1.49872 3.00897 -3.38553
C -0.95568 2.77337 -4.64148
C -0.01265 1.77207 -4.80042
C 0.35138 1.03674 -3.68965
N -0.17197 1.25596 -2.47651
H -2.60250 2.71998 2.74889
H -3.66736 4.20329 1.03846
H -2.98912 3.99740 -1.32240
H -0.90228 1.07569 1.98921
H -2.22730 3.79448 -3.25504
H -1.26692 3.37330 -5.48602
H 0.43610 1.56229 -5.76028
H 1.08858 0.24578 -3.76498
I 7.25211 2.53692 4.28885
C 5.66070 1.92501 3.11435
C 4.59505 1.24264 3.70144
C 3.53407 0.83656 2.92020
C 3.53525 1.11287 1.54931
C 4.60861 1.79300 0.96453
C 5.66928 2.19932 1.74685
C 2.42231 0.69614 0.73207
O 1.39341 0.07623 1.21648
O 2.37241 0.93129 -0.54065
H 4.60385 1.03451 4.76185
H 2.70195 0.30584 3.36248
H 4.60124 1.99841 -0.09720
H 6.50227 2.72671 1.30442
C -3.42213 -3.55506 -1.33897
Ge -2.44615 -3.31012 0.32020
C -1.44344 -4.88353 0.85699
C -3.50019 -2.53757 1.75811
C -1.08475 -1.85560 -0.10252
Se 0.30756 -2.39715 -1.38733
C 1.58833 -3.17490 -0.13497
H -4.16642 -4.34163 -1.21657
H -2.75266 -3.85301 -2.14631
H -3.94315 -2.64186 -1.62725
H -2.14472 -5.66277 1.15639
H -0.79518 -4.67614 1.70855
H -0.84965 -5.27886 0.03235
H -4.29379 -3.22720 2.04532
H -3.96738 -1.60269 1.44713
H -2.88213 -2.35364 2.63718
H -0.62122 -1.53062 0.83785
H -1.67368 -1.04549 -0.55922
H 1.20399 -4.13566 0.19110
H 1.74080 -2.50746 0.70927
H 2.51653 -3.30986 -0.68441

- Multiplicity: 1
- Charge: +2
- Frontier orbital gap: 6.399 eV
- Energy above the lowest of the compared OMol25 structures with the same formula, charge and spin: 0.2 kcal/mol